# 1
# C48H52CaGe2N9OS

A structure of composition C48H52CaGe2N9OS (wB97M-V/def2-TZVPD, OMol25).

The geometry in ORCA input format:
```
! wB97M-V def2-TZVPD RIJCOSX def2/J DEFGRID3
* xyz -1 1
Ca 0.11922 0.44717 -0.88307
C -2.52825 2.04525 4.20761
C -1.97467 0.84979 3.41335
Ge -0.04752 0.60027 3.57192
C 1.19863 2.08897 3.37840
C 0.71224 3.35824 4.09635
C 0.29795 -0.02854 5.42844
C 0.74405 -1.29785 5.34985
Ge 0.65983 -1.72524 3.39573
C -0.82561 -2.96228 3.09811
C -0.56483 -4.45815 3.33136
C 2.40794 -2.16304 2.64308
C 2.86978 -3.63039 2.62034
C 1.16783 -2.15442 6.50687
C 1.12611 -1.70407 7.83024
C 1.53029 -2.51513 8.88101
C 1.99603 -3.80505 8.63865
C 2.04424 -4.27209 7.33361
C 1.63160 -3.45309 6.28596
H -3.61947 1.99903 4.28022
H -2.26890 2.99019 3.72372
H -2.13138 2.06814 5.22915
H -2.23577 0.92956 2.35711
H -2.39398 -0.08943 3.78523
H 1.37464 2.29197 2.32273
H 2.13302 1.72648 3.81600
H -0.16038 3.78245 3.59309
H 1.49107 4.12726 4.10326
H 0.43520 3.15374 5.13706
H 0.20820 0.50443 6.38401
H -1.19217 -2.80112 2.08229
H -1.60347 -2.59993 3.77577
H 0.16482 -4.85872 2.62231
H -1.48618 -5.03267 3.20052
H -0.19984 -4.65489 4.34220
H 3.11558 -1.53705 3.19400
H 2.37525 -1.78093 1.62003
H 3.03165 -4.02715 3.62450
H 3.81499 -3.72451 2.07937
H 2.14963 -4.27811 2.11352
H 0.77388 -0.70028 8.03902
H 1.48291 -2.14082 9.89718
H 2.31890 -4.43415 9.45996
H 2.40428 -5.27321 7.12644
H 1.66598 -3.82069 5.26807
C 3.36678 -1.19868 -1.03816
N 2.76335 0.12854 -0.98830
C 3.06677 0.77410 0.29363
C 3.24540 0.95316 -2.11641
C 2.51968 2.28191 -2.25176
C 3.26768 3.41598 -2.57431
C 2.63548 4.64396 -2.74861
C 1.25678 4.71924 -2.58659
C 0.53546 3.57022 -2.25477
C 1.11981 2.29928 -2.07583
H 4.44555 -1.16505 -0.83149
H 3.22177 -1.63195 -2.02876
H 2.89796 -1.85450 -0.30079
H 4.14746 0.80843 0.47898
H 2.58485 0.22860 1.10992
H 2.67762 1.79337 0.28860
H 3.08330 0.36694 -3.02392
H 4.32932 1.12211 -2.02493
H 4.34884 3.34625 -2.68674
H 3.21288 5.52819 -2.99498
H 0.74988 5.67477 -2.69578
H -0.53935 3.69347 -2.12180
C -6.47392 -2.34980 -13.08469
O -6.73238 -1.24743 -12.22721
C -6.04123 -1.18793 -11.06284
C -5.14094 -2.15695 -10.63545
C -4.48251 -1.99593 -9.42022
C -4.70764 -0.88475 -8.62215
C -5.61435 0.07637 -9.06692
C -6.27611 -0.06984 -10.27136
C -3.98059 -0.75864 -7.34023
N -3.09751 -1.61152 -6.88925
C -2.68164 -1.09237 -5.67810
C -3.31711 0.07519 -5.40311
N -4.15645 0.28657 -6.47543
C -3.12307 0.82473 -4.19425
C -3.81876 1.99339 -3.85177
C -3.60498 2.56494 -2.63323
C -2.68875 1.96691 -1.76084
N -1.98838 0.88608 -2.07543
C -2.19230 0.31521 -3.28595
C -1.41261 -0.88941 -3.61817
N -0.42332 -1.25225 -2.76824
C 0.25887 -2.35380 -3.03121
C -0.00432 -3.17698 -4.13198
C -0.97589 -2.79913 -5.01327
C -1.68966 -1.61517 -4.77625
H -7.07990 -2.19218 -13.97027
H -6.75901 -3.29338 -12.61616
H -5.42158 -2.39203 -13.37035
H -4.94438 -3.03842 -11.22988
H -3.77705 -2.74208 -9.07537
H -5.81535 0.96419 -8.47627
H -6.98187 0.67517 -10.61923
H -4.77064 1.06833 -6.60538
H -4.52715 2.42979 -4.54856
H -4.12922 3.45972 -2.32253
H -2.52649 2.39168 -0.77905
H 1.05660 -2.60568 -2.34283
H 0.56543 -4.08665 -4.26823
H -1.21140 -3.38367 -5.89507
N 0.19296 -1.43749 0.45609
C 0.12135 -2.57670 0.17822
N -0.07078 -3.80086 -0.15322
C 0.67621 -4.86599 0.07351
N 1.26542 -5.85809 0.22238
S -1.72344 4.36335 1.10952
C -0.95192 2.92270 0.94034
N -0.44467 1.87133 0.81831
*
```


# 2
# C4H13NO2

A cluster of 3 separate species, C4H13NO2 in total (wB97M-V/def2-TZVPD, OMol25).

Properties
structure (SMILES): C=NCCC.O.O

The geometry in ORCA input format:
```
! wB97M-V def2-TZVPD RIJCOSX def2/J DEFGRID3
* xyz 0 1
C -1.58840 -2.26515 0.08709
C -1.30380 -0.73016 0.11958
C 0.11037 -0.49160 -0.43054
C 2.21147 0.22848 0.20773
N 0.97355 0.27798 0.49071
H -2.61287 -2.44467 0.35491
H -1.32823 -2.66880 -0.87540
H -0.93333 -2.73508 0.84374
H -1.40172 -0.35196 1.13235
H -2.09544 -0.18595 -0.40930
H 0.07782 0.09160 -1.37600
H 0.56040 -1.47234 -0.58906
H 2.52344 -0.24553 -0.73631
H 2.88757 0.95786 0.61837
H 1.76038 1.80912 -2.16962
H 1.04615 1.58452 -3.61778
O 1.12940 1.32850 -2.69901
H -0.57890 1.86033 3.58064
H -0.80064 2.71079 2.26644
O -0.63721 2.74206 3.20145
*
```


# 3
# C22H66O11S11

A cluster of 11 separate species, C22H66O11S11 in total (wB97M-V/def2-TZVPD, OMol25).

The geometry in ORCA input format:
```
! wB97M-V def2-TZVPD RIJCOSX def2/J DEFGRID3
* xyz 0 1
C -1.94346 -0.64278 4.04958
S -3.07236 -0.18924 5.41056
O -3.29953 1.29601 5.29294
C -4.60932 -0.86530 4.81046
H -2.09148 -0.23649 3.14821
H -2.02104 -1.77413 3.76727
H -0.99270 -0.40113 4.44846
H -5.44533 -0.80220 5.24039
H -4.29123 -1.88949 4.40366
H -4.75134 -0.16581 3.78917
C 3.73272 1.74758 -3.97319
S 3.04338 1.75386 -5.61481
O 3.79754 0.75209 -6.44106
C 1.48528 0.98107 -5.29609
H 3.19701 2.28889 -3.18239
H 4.57253 2.30672 -3.95111
H 3.86543 0.69406 -3.83005
H 0.92022 0.77092 -6.32918
H 0.92793 1.32954 -4.47799
H 1.48509 -0.10153 -4.83432
C -0.87594 -4.30105 -4.98175
S -0.52174 -2.59890 -5.15074
O 0.77829 -2.55055 -4.42033
C 0.00470 -2.58606 -6.79496
H -1.73554 -4.71174 -5.40173
H -0.96112 -4.74960 -3.98203
H 0.01803 -4.92565 -5.34786
H -0.83883 -2.98390 -7.23003
H 0.96262 -3.12575 -7.05142
H 0.14391 -1.60599 -7.02954
C -5.15858 -2.10633 0.39793
S -4.46638 -3.76500 0.75507
O -3.77935 -3.63062 2.14986
C -5.96569 -4.66251 1.03872
H -4.46405 -1.29548 0.47866
H -5.93976 -2.08645 0.82993
H -5.55459 -2.01986 -0.50699
H -5.68860 -5.68538 0.98475
H -6.68018 -4.69701 0.33998
H -6.39249 -4.31688 1.91819
C 1.12755 -0.57291 -1.30594
S 0.01003 -1.77140 -0.90688
O 0.78631 -2.77403 0.00042
C -0.99249 -0.86641 0.13408
H 0.57994 0.46846 -1.41102
H 1.63469 -0.78439 -2.33594
H 1.66062 -0.33494 -0.33440
H -1.42092 0.08107 -0.15222
H -0.40453 -0.50743 1.23931
H -1.82774 -1.48615 0.45639
C 5.12176 5.02233 -0.35008
S 3.52555 4.64999 0.43702
O 2.54707 5.34158 -0.44687
C 3.54980 2.97348 -0.13354
H 5.12261 5.05379 -1.54468
H 5.91084 4.31909 0.14534
H 5.47027 5.78168 -0.04293
H 3.69374 2.93250 -1.17001
H 2.65718 2.40187 -0.00211
H 4.22650 2.55779 0.42665
C -3.62822 1.66511 1.24033
S -5.34616 2.12631 0.83114
O -5.32482 3.71502 1.04776
C -5.22141 1.91629 -0.89844
H -2.88740 2.07570 0.60151
H -3.76881 0.45942 1.21535
H -3.35332 2.03999 2.13581
H -4.82793 1.00831 -1.26643
H -4.49900 2.53904 -1.32979
H -6.17297 2.20049 -1.42080
C 0.62313 3.18970 3.16344
S 1.40250 1.67290 3.25813
O 1.85119 1.14268 1.88226
C 2.93557 2.17841 4.03244
H -0.52107 3.14193 2.75061
H 1.26856 3.89612 2.59347
H 0.47219 3.39106 4.11704
H 3.38636 1.35009 4.47974
H 2.59443 2.56223 4.92345
H 3.48017 2.98368 3.23418
C 5.28161 -0.85874 -1.13259
S 4.01507 -1.79681 -0.32442
O 4.84486 -2.99623 -0.15090
C 4.08375 -1.06957 1.28067
H 5.42870 -1.17224 -2.09693
H 6.25635 -0.89388 -0.56358
H 4.81427 -0.01016 -1.08112
H 5.12639 -1.28293 1.93104
H 3.19025 -1.27614 1.84947
H 4.17364 0.02471 1.18010
C -0.09923 3.16355 -0.48091
S -0.95874 3.13049 -1.99621
O -1.98796 2.00627 -2.08568
C -1.97132 4.53241 -1.62377
H 0.58504 3.91177 -0.56921
H 0.24957 2.13403 -0.20765
H -0.58284 3.42989 0.45849
H -2.58000 4.46925 -0.72910
H -2.67258 4.69445 -2.42502
H -1.37210 5.58988 -1.42894
C 0.94253 -2.91260 3.39915
S 1.91394 -4.04254 2.65287
O 3.10421 -4.08365 3.61668
C 0.97777 -5.48740 3.18514
H 1.17439 -2.80354 4.45101
H -0.23827 -3.22146 3.41494
H 1.18562 -2.02130 2.81316
H 1.60013 -6.39407 3.02149
H 0.08017 -5.55786 2.60753
H 0.59891 -5.39399 4.31432
*
```


# 4
# C24H64N4O10S6

A cluster of 10 separate species, C24H64N4O10S6 in total (wB97M-V/def2-TZVPD, OMol25).

The geometry in ORCA input format:
```
! wB97M-V def2-TZVPD RIJCOSX def2/J DEFGRID3
* xyz 0 1
C -2.84338 2.71403 -3.51815
S -3.63639 4.12620 -2.70353
O -3.04055 4.14856 -1.34487
C -2.70096 5.43733 -3.55224
H -3.18506 2.64684 -4.54640
H -3.26589 1.88013 -2.96935
H -1.73255 2.77844 -3.42957
H -1.67635 5.09733 -3.46550
H -2.85456 6.35876 -3.01916
H -2.92027 5.58711 -4.61619
C -6.02089 4.07861 3.81148
S -4.95939 4.56116 2.38692
O -3.59262 4.67231 2.93982
C -5.09827 2.93613 1.44267
H -6.12246 4.92646 4.46967
H -5.59347 3.17113 4.26481
H -6.96851 3.78929 3.32772
H -6.06015 3.09938 0.93166
H -5.07453 2.07562 2.08898
H -4.27685 2.99869 0.72500
C -1.17374 -2.77651 3.49584
S -0.51989 -3.94283 2.21341
O 0.21808 -4.94869 2.92415
C -2.17986 -4.67973 1.75537
H -1.38016 -3.30440 4.42505
H -2.04998 -2.26879 3.10773
H -0.34103 -2.09840 3.66877
H -2.70630 -4.84190 2.69903
H -1.97524 -5.70206 1.36780
H -2.74567 -4.03603 1.07011
C -0.82803 4.73034 1.38946
S 0.65343 5.66173 1.81039
O 1.13457 5.19323 3.13871
C 1.78271 5.00521 0.48292
H -0.62129 3.66319 1.36552
H -1.27637 5.04790 0.44089
H -1.49498 4.98768 2.20600
H 1.62589 3.94585 0.39034
H 2.80080 5.34076 0.63301
H 1.34862 5.50851 -0.39435
C 1.81084 2.05764 3.84986
S 3.49874 1.46796 3.41735
O 4.13337 0.99647 4.65150
C 3.02538 -0.07134 2.44756
H 1.88176 2.63240 4.76383
H 1.15577 1.18659 4.06971
H 1.39461 2.70095 3.05030
H 4.03038 -0.49420 2.17772
H 2.35727 0.10464 1.61751
H 2.57931 -0.73938 3.20062
C -1.43089 1.14350 0.03510
S 0.22753 1.08346 -0.80689
O 1.20855 1.74380 0.09852
C 0.48160 -0.75567 -0.71959
H -1.28982 0.77994 1.04868
H -2.18485 0.52814 -0.45664
H -1.71960 2.18888 0.11071
H 0.57993 -1.01973 0.32653
H 1.41231 -0.85113 -1.24313
H -0.27431 -1.27480 -1.30751
C 2.37871 -5.42372 1.05838
O 1.98982 -5.55578 -0.12343
N 2.91033 -4.30681 1.52948
C 3.31282 -4.08246 2.90918
C 3.04154 -3.13965 0.66422
H 2.32672 -6.29964 1.74113
H 3.55096 -5.03013 3.36977
H 2.59274 -3.52693 3.46379
H 4.23962 -3.46000 2.95227
H 2.55571 -3.28718 -0.29328
H 2.61990 -2.21924 1.11032
H 4.04260 -2.83609 0.36557
C -3.15308 -2.40088 -2.64447
O -2.91993 -2.49149 -3.82767
N -4.15291 -1.65094 -2.10098
C -4.41352 -1.68426 -0.66544
C -5.06653 -0.81241 -2.96482
H -2.51625 -2.86498 -1.87397
H -3.66259 -2.40130 -0.28131
H -5.40542 -2.07981 -0.39830
H -4.33325 -0.69091 -0.22678
H -6.06167 -1.21709 -3.11063
H -5.11704 0.08571 -2.37665
H -4.56788 -0.64224 -3.91454
C 3.85765 0.79523 -1.21636
O 3.51613 -0.39917 -1.24751
N 4.93431 1.27289 -0.59234
C 5.12535 2.70713 -0.39113
C 6.03289 0.37276 -0.16748
H 3.21153 1.53876 -1.66430
H 5.25706 2.92027 0.67576
H 4.19345 3.22411 -0.68264
H 5.83247 3.16834 -1.05793
H 6.28580 0.45846 0.90070
H 5.79786 -0.67016 -0.41528
H 6.90055 0.78086 -0.63620
C 2.28603 -4.56330 -5.54560
O 2.04173 -5.69442 -5.94435
N 2.00180 -4.14442 -4.29923
C 2.50190 -2.89390 -3.79130
C 1.10864 -4.95038 -3.38179
H 2.79712 -3.76065 -6.12777
H 3.08442 -3.09149 -2.91798
H 1.71223 -2.18466 -3.48220
H 3.07322 -2.40485 -4.58691
H 0.13968 -4.40880 -3.29528
H 0.97782 -5.94445 -3.83119
H 1.61258 -5.08658 -2.40918
*
```


Calculated F_max, 0.91, 1.99, 12.44, 3.49 eV/Å (same order as the records).
Calculated energy relative to the best compared isomer or geometry (same formula, charge and spin), 32.8, 38.2, 348.9, 33.7 kcal/mol (same order as the records).
Calculated E_tot, -208388.860, -9942.542, -165571.239, -117366.935 eV (same order as the records).